(1)
Density functional theory data (the ωB97M-V functional and the def2-TZVPD basis) for a structure of composition C3H8N2 at a distorted geometry.

Max |F| in eV/Å: 3.74
E_tot in eV: -6217.103

ORCA input file:
```
! RIJCOSX wB97M-V def2-TZVPD def2/J DEFGRID3
* xyz 0 1
H -0.89993 -2.13787 -0.98685
H 0.41361 0.64773 -0.87817
H 1.86893 1.31112 1.36444
H -1.64790 -0.61166 -1.45553
H -0.28389 -1.22561 -2.40022
C 0.21102 -0.35335 -0.48404
N -0.48098 -0.20876 0.81923
N 1.01008 1.76530 1.07036
H 1.22315 -0.77672 -0.45527
C -0.70088 -1.14973 -1.39843
H 0.22181 -0.10334 1.66625
C -0.06817 1.14409 1.31571
H -0.86684 1.69880 1.82253
*
```

***

(2)
Density functional theory data (the ωB97M-V functional and the def2-TZVPD basis) for a cluster of 2 separate species, C7H17OPS in total at a distorted geometry.

Max |F| in eV/Å: 4.98
E_tot in eV: -29700.828

ORCA input file:
```
! RIJCOSX wB97M-V def2-TZVPD def2/J DEFGRID3
* xyz 0 1
C -3.09956 -1.46081 0.20782
C 1.53293 2.45887 0.54676
C 1.49854 -1.77196 -0.73148
H 0.94743 1.28820 -2.80227
C 1.65843 -2.22659 0.67414
H 2.80148 0.58253 0.86905
H -3.03137 1.41790 -0.29682
O -0.91174 -0.17380 0.42398
H 0.55096 -2.12670 -1.26862
H -3.44835 0.95673 -1.84637
H 1.15898 0.54343 1.45578
H 2.45473 -1.85150 1.18392
H -3.45653 -0.73665 0.83070
H 0.47080 2.56414 0.25192
C -2.65009 0.96121 -1.20966
P 1.31890 0.06405 -0.87597
H -2.57858 -2.32765 0.74479
H 1.75763 -3.37452 0.70919
H 1.57147 2.86485 1.49816
H 0.72006 -2.09620 1.10133
H -3.88780 -1.83590 -0.40864
S -1.77233 -0.62547 -0.69604
C 1.84540 0.96201 0.75229
H 2.28371 -1.96724 -1.35564
H -1.74282 1.62732 -1.51901
H 2.25940 2.91930 -0.16165
C 0.94595 0.27996 -2.43156
*
```

***

(3)
Density functional theory data (the ωB97M-V functional and the def2-TZVPD basis) for a structure of composition C36H33N5OP2S3V at a distorted geometry.

Max |F| in eV/Å: 1.17
E_tot in eV: -124140.000

ORCA input file:
```
! RIJCOSX wB97M-V def2-TZVPD def2/J DEFGRID3
* xyz 0 4
H -1.63181 -2.47230 -2.28395
H 0.95694 1.84342 -1.06013
H -4.47996 3.27664 2.91793
H 2.07012 -7.63211 -1.17621
H 4.19823 -4.69859 1.10933
C 1.63628 5.07684 1.44009
H 2.48872 -4.08586 -4.69103
C 2.54990 -3.93821 -0.00701
C -0.15240 0.93491 5.93738
H -2.01643 0.83776 6.99647
O 2.58826 -0.62913 -0.82986
C -0.31200 -4.00238 -2.11282
N 1.35989 -0.63412 -2.73378
C 0.47154 0.85798 4.70520
H -2.13119 -3.95911 -2.98750
C -2.26864 0.54335 4.88304
C 2.41723 -1.04335 -1.97868
C -1.52752 0.78022 6.03217
C -1.09595 2.45606 -0.93280
N 0.39348 -1.28717 -4.72855
S -0.06221 -5.72391 -2.30574
H 0.42935 -1.68859 -5.64555
H 0.08769 5.73059 -2.61095
P 0.69059 0.59051 1.97719
H -2.22776 0.26886 2.76231
N 0.59768 -3.37642 -1.41279
H -5.94877 -0.52201 1.59557
C 1.39637 -1.34448 -3.86082
C 3.40150 -4.94085 0.41879
C 2.77227 -3.08183 -5.02028
C 1.52189 -4.27067 -0.88787
C 0.66570 3.80895 -1.85792
H 3.34495 -2.98499 -2.27748
C 0.41004 4.72418 1.98702
C 0.09216 3.38952 2.18023
H 1.88007 6.12195 1.29402
C -1.58999 4.62713 -1.85328
C -3.31082 2.28661 1.42818
C -4.38656 2.40072 2.28874
N -1.36716 -3.38428 -2.67501
H -0.84732 3.11458 2.64630
H -3.06818 3.31244 -1.04868
H -6.17206 1.47059 3.03495
C 2.22209 2.75546 1.28195
P -1.65866 0.85357 -0.31779
C -2.01545 3.45276 -1.25554
C -0.26101 0.63640 3.54410
C -5.33573 1.38669 2.35263
S -0.87412 -1.67760 1.04653
C 3.24259 -6.25891 -0.00941
H 2.65763 -2.92065 0.35085
V 0.52414 -1.29023 -0.77273
C -5.21042 0.26801 1.54488
H 3.92200 -7.02360 0.34210
H 2.93379 1.98232 1.01476
H -2.31594 5.39428 -2.09123
H 3.83342 -3.07397 -5.26862
C 2.54826 4.09027 1.10022
H 2.22605 -2.84243 -5.93130
C -4.13839 0.15643 0.67263
C -0.45292 0.07107 0.67197
C 0.98174 2.38738 1.80239
H -3.34296 0.41466 4.93535
H 1.54963 0.97522 4.65126
H 3.51602 4.35981 0.69478
C -1.63977 0.47175 3.64909
H 4.27620 -1.61119 -2.92683
C -3.18343 1.16390 0.61019
H -0.29639 5.49323 2.27526
C 2.21151 -6.60635 -0.86344
H -2.56590 3.07116 1.39347
S -2.06911 -0.23629 -1.97882
N 2.50762 -2.09664 -4.00395
H -4.02746 -0.71288 0.03696
C -0.24672 4.81053 -2.14851
H -0.36419 -0.66554 -4.48130
C 3.27157 -2.01185 -2.76860
H 1.71561 3.93963 -2.08758
C 0.24252 2.63204 -1.26089
C 1.35272 -5.60288 -1.28831
H 0.43933 1.11098 6.82724
*
```

***

What energy above the lowest of the compared OMol25 structures with the same formula, charge and spin values result from the calculations? In sequence: 109.39, 99.24, 0.00 kcal/mol.